This record from the OMol25 dataset describes 9 unconnected molecules or ions with the total composition C39H102N12O15 at a distorted geometry. The level of theory is ωB97M-V/def2-TZVPD.

XYZ file:
```
168
Properties=species:S:1:pos:R:3:forces:R:3
H -6.81898 4.11285 -8.12690 -0.120 -0.024 0.607
H 3.88118 -11.60734 1.43618 0.049 -0.073 -0.068
C 3.00221 6.37533 -1.89964 1.095 0.748 0.712
H -6.02856 -1.19127 1.32657 0.513 0.791 0.122
H 0.37691 -13.29923 -0.92993 -0.487 0.464 0.547
H -7.28947 3.86340 -6.45508 -0.039 0.075 -0.403
H 3.33448 5.93732 -2.84083 -0.513 -0.252 -0.101
C -0.65781 -0.12271 5.73286 0.028 -0.224 1.069
H -2.50780 8.36165 3.28514 0.291 0.247 0.526
O 7.86529 10.75817 2.35993 -0.166 0.312 0.241
N -6.58897 3.83921 -7.18228 -3.334 0.205 1.211
C 3.83139 -2.72961 -3.84153 0.163 0.044 0.000
H 3.39496 -2.10419 -3.06277 -0.158 0.440 -0.094
H 7.68810 8.68954 0.81431 -0.255 -0.187 1.123
H 6.76708 -2.38872 -10.90476 0.547 -1.150 -0.051
H 2.32052 -7.58913 2.51427 0.163 0.512 0.172
C -6.09090 -1.25570 2.41287 -0.069 -1.042 0.453
N -4.00649 -4.66064 5.31444 0.711 0.921 -4.928
N -3.07748 -0.08423 5.18533 -1.457 -0.477 1.024
H -0.34348 12.38334 2.28762 -0.309 0.358 -0.088
H -2.71794 0.05379 4.25164 -0.494 -0.131 -0.379
H -4.77335 -5.50980 -4.22369 0.293 -0.063 0.213
H 1.16676 12.21429 3.11128 0.109 -0.215 0.364
H -3.93580 -3.28021 6.96118 -0.018 0.168 1.454
H -3.69798 1.34495 -0.43104 0.097 0.286 -0.307
H 6.91616 8.63080 -2.09047 0.569 0.074 0.360
H 0.48166 9.88701 3.75104 -0.251 -0.345 0.071
C -2.07068 0.48781 6.04290 1.504 0.357 -0.137
C -3.99811 -6.41130 -1.77379 -1.127 -1.149 0.990
C 5.76754 -2.56598 -10.50777 0.982 0.723 -0.189
H 4.88398 -2.85849 -3.58948 0.103 -0.331 0.167
C 0.60924 -12.45976 -1.58523 0.404 1.263 -0.258
H -2.32384 0.44869 7.10237 0.067 -0.694 0.027
N 5.89112 9.01855 -0.28279 1.529 1.147 -0.444
N 5.70462 0.34374 -6.97231 0.025 -1.079 -0.952
C 0.85182 -1.78626 6.67656 -0.339 -0.470 -1.327
O -4.89193 -7.05926 -2.72416 -0.401 2.342 -1.065
H 8.57237 11.86553 4.01555 0.489 -0.127 -0.671
O 3.74471 -2.20095 -5.14822 0.140 0.780 0.030
H -5.61558 -8.21664 -0.60734 -0.503 0.790 -0.425
H 5.11026 8.71065 0.27895 0.285 -0.440 -0.005
H -3.78656 -9.19432 1.30284 0.201 -0.163 -0.321
H -2.99687 -6.18555 -2.14074 -0.113 0.174 -0.667
H 0.14110 -14.09901 -3.66094 -0.266 0.010 -0.547
H 2.65439 5.65364 -1.16053 0.174 -0.337 -0.315
H -5.65136 -2.22430 2.65100 0.493 -0.086 0.241
O -4.62369 -6.24602 6.70266 -0.753 -2.312 0.722
C -5.04373 -10.35777 -0.14733 -1.212 0.361 2.579
H 1.17643 -2.05037 5.67009 0.563 -0.079 -0.167
H 5.14626 -2.69782 -11.39361 -0.421 0.079 0.318
N -2.99506 1.27665 -1.15307 -4.084 4.196 0.149
C 6.31547 8.09418 -1.35610 -1.615 0.799 0.852
N -4.99932 -7.86774 0.11279 1.635 -0.210 -0.274
H -2.01237 1.56350 5.87675 0.284 0.518 -0.259
H 3.74137 -0.35136 -7.25932 -0.268 -0.495 -0.227
H 0.50989 -12.48260 -4.42928 -0.524 0.419 0.559
C 5.08068 7.76435 -2.15442 -0.970 -1.658 0.613
H 1.15580 -6.95809 1.33507 0.035 -0.460 -0.397
N -4.62717 3.62113 -7.89261 3.641 -0.270 -3.022
O 1.44425 -13.00409 -2.55957 1.085 0.086 -1.666
O 5.49575 -1.36191 -9.87002 -2.985 0.567 0.165
H -7.26432 -11.83045 -0.65169 -0.413 -0.604 -0.254
C -5.50818 -6.01439 -3.59638 0.121 -0.561 0.408
H -1.95717 13.85395 5.79363 -0.323 0.314 0.200
H 0.78016 -2.73133 7.21490 0.096 0.266 0.302
H -6.51080 0.33175 4.72860 -0.057 0.073 0.627
C -0.03581 13.35414 5.03384 -0.869 0.171 -0.274
C 4.49835 -1.00615 -5.33365 -0.064 0.592 -0.228
H 6.56550 11.53824 0.92690 -0.480 0.074 0.163
H -0.09932 14.07687 4.22038 0.306 0.888 0.364
H 5.90266 10.30905 2.13618 -0.574 0.271 -0.303
C 7.74109 11.83518 3.31116 -0.407 -0.608 -0.668
C 6.50618 -0.73839 -9.15303 -0.061 0.527 0.053
C 2.55486 -9.96535 1.66039 1.820 0.371 -0.475
C 7.05962 9.51514 0.48042 -0.201 -0.179 -1.036
H 3.28477 -3.67206 -3.80827 0.231 -0.044 -0.210
C -4.40784 0.61227 5.30472 0.414 -0.102 -2.177
H -6.26463 -11.76981 -2.09108 0.803 0.396 0.069
H -0.93215 -0.61880 -2.40637 -0.240 0.356 0.086
N -4.13199 -4.18666 7.36113 0.221 2.750 3.876
H 1.69410 -13.67653 -4.46675 0.066 -0.438 0.311
O 2.14576 -8.81903 0.91963 -1.607 0.053 0.002
C -5.54799 -0.14481 4.54425 -0.039 0.039 -0.298
H -2.20926 15.49859 7.79919 -0.399 0.394 -0.151
H -0.96028 12.90690 6.90687 -0.093 -0.110 0.178
H -4.22484 1.61798 4.92633 -0.477 0.328 -0.566
H 6.83149 7.24120 -0.91537 0.135 -0.335 -0.408
O -1.88171 -0.30379 -0.06817 0.088 -0.521 0.830
H 6.92689 -1.43675 -8.42957 0.688 0.039 -0.060
H 2.90031 -12.66264 -0.32997 -0.297 -0.007 -0.540
H -7.14973 -1.44899 2.58494 -0.388 0.720 0.555
H -3.62610 3.48792 -7.87773 -0.322 -0.059 0.035
C -4.29337 -5.11201 6.48872 -0.496 -2.336 -0.028
N 2.32408 -11.95051 0.09539 -0.963 0.891 0.039
C 5.95398 0.50282 -8.42610 -0.331 -0.928 -0.059
H 7.77557 9.98960 -0.19071 -0.245 0.154 -0.639
H -4.36323 -4.43989 8.31113 0.197 0.807 -0.093
H -6.10714 -5.26340 -3.08124 0.617 0.173 0.969
H -1.95018 0.70684 -2.98383 0.764 -0.729 -0.364
H 6.89920 11.71810 3.99352 -0.583 -0.169 -0.286
O -6.36306 -10.09743 -0.72642 3.152 1.090 -0.220
N -0.50004 12.10278 4.40554 0.287 0.739 1.382
C -2.15412 0.32582 -1.07415 2.335 -3.265 2.336
H -1.24843 14.62797 8.84590 0.836 -0.278 0.196
H 4.96759 0.63269 -8.87138 0.048 0.607 -0.642
O -5.47301 -0.18886 3.11139 0.727 0.340 -0.452
H 7.63001 12.75992 2.74493 0.114 0.304 0.288
H -3.90396 -3.66008 5.22241 0.031 -0.412 -0.902
H -0.81171 16.32944 8.41857 0.530 -0.295 -0.249
H -2.29631 8.60911 1.61404 0.255 -0.275 -0.275
C 0.12655 11.88972 3.13821 -0.380 -1.853 -0.659
O 4.15310 6.98769 -1.28990 0.688 1.075 -0.753
H -7.68964 -10.78273 -2.04020 -0.168 -0.072 0.127
O -0.49131 14.94054 6.88206 0.752 -0.546 -0.791
H -4.27312 -5.26540 4.55071 0.196 0.524 -0.149
H 4.07473 -0.10702 -4.88619 -0.805 -0.073 0.436
H 6.64595 1.31387 -8.65301 -0.311 0.253 0.390
H -5.10034 3.62503 -8.78491 0.598 -0.046 0.222
H 3.82806 -10.55655 -0.00348 0.466 0.592 0.294
H 1.58288 -1.10091 7.10543 -0.168 0.208 0.291
C 4.66861 -0.72213 -6.82243 0.385 0.190 1.261
C -3.75062 -7.41515 -0.62557 -1.344 -0.286 -0.245
C 0.02338 10.36684 2.88626 0.123 0.617 -0.525
C 1.34758 -11.29896 -0.86469 0.148 -2.232 1.407
H 0.80058 -8.34835 2.45380 -0.539 0.024 -0.321
H 0.59142 -10.78151 -0.27430 0.099 0.046 0.258
H 1.84353 -10.39350 2.36665 -0.647 0.018 -0.381
H 1.75939 -10.54342 -1.53377 0.309 -0.245 -0.342
O -0.45799 -1.29764 6.54392 -0.959 0.831 0.016
C -4.76459 -9.16702 0.82241 -0.401 0.668 -1.021
H 5.49389 -1.00327 -4.88982 0.269 -0.791 0.065
C -0.95442 13.74160 6.20590 0.645 0.404 0.437
H -0.95055 7.90686 2.55673 0.259 0.314 0.044
H 0.19519 0.53962 5.88058 -0.209 0.661 0.840
C 1.53447 -7.86289 1.81050 1.195 -0.888 0.498
H -0.50661 -0.27602 4.66434 -0.633 -0.809 -0.391
H -3.29453 -8.25865 -1.14383 0.330 -0.361 0.136
H 2.17803 7.08103 -2.00356 0.068 0.230 -0.471
H 5.21328 1.19559 -6.74197 0.122 0.263 0.444
H -5.47916 -9.25595 1.64068 -0.174 0.139 -0.081
H 0.61391 10.15213 1.99560 -0.020 -0.410 -0.268
C 6.71518 10.60721 1.47361 1.385 -0.605 1.496
H -5.22274 -11.14685 0.58303 0.230 -0.757 -0.224
H -6.30221 -6.33411 -4.27122 0.435 -1.353 -0.026
H 4.69374 8.71034 -2.53321 -0.611 0.041 0.310
H -0.26457 -12.00298 -2.04988 -0.419 -0.273 0.004
N -1.59447 0.12508 -2.23877 1.931 -0.841 -3.451
C 0.88106 -13.31793 -3.83551 0.631 -0.297 0.701
H -3.02525 -6.98745 0.06654 -0.080 -0.024 0.115
C -5.33972 3.57492 -6.80004 -0.224 0.164 1.289
H -4.48915 -5.50820 -1.41133 0.097 0.139 0.074
H 5.32224 7.17006 -3.03565 0.082 -0.331 -0.052
H 4.94757 -1.70662 -7.19801 0.220 0.387 -0.772
H 0.99750 13.25704 5.36692 -0.016 -0.075 -0.028
C -1.15644 15.36427 8.04747 -1.749 -0.537 -0.553
H -1.50044 12.12067 4.26776 -0.124 0.004 0.117
H -3.15196 1.59070 -2.10009 -0.915 0.534 0.727
H -4.82198 0.85741 6.28272 0.587 -0.922 0.541
C -1.74968 8.64814 2.55625 -0.347 0.933 -0.541
C 3.23246 -11.03151 0.77612 -1.027 0.321 -0.328
H 3.36551 -9.57441 2.27530 0.289 -0.151 0.532
O -1.35960 10.03576 2.68826 0.494 -0.447 0.519
H -4.18692 -10.65539 -0.75182 -0.486 0.322 -0.880
H -5.55961 -1.15733 4.94770 -0.078 -0.216 0.039
C -6.87667 -11.16438 -1.42252 -1.476 -0.979 0.034
O -4.93354 3.37605 -5.66835 -0.171 -0.072 0.093
H 5.64563 -3.38367 -9.79740 0.395 -0.369 -0.251
H 7.15388 -0.35457 -9.94123 1.083 -0.229 0.411
```
Positions in Å, forces in eV/Å.

Summary:
- SMILES: COCCNCCOC.COCCNCCOC.COCCNCCOC.COCCNCCOC.COCCNCCOC.COCCNCCOC.NC(N)=O.NC(N)=O.NC(N)=O
- Orbital gap: 8.8 eV
- Molecular weight: 979.314 g mol⁻¹
- Strongest force on any atom: 5.86 eV Å⁻¹

Atomic partial charges in e from the Löwdin method, atoms 1 to 2:
1. H 0.1038
2. H 0.1143